a.
# C2H2N4O2

An isolated molecule of C2H2N4O2 (ωB97M-V with the def2-TZVPD basis set, OMol25).

Net charge ... 0

Bonds (Å) are listed after each position.
Positions of all 10 atoms, in Å:
1 O 1.7782 -1.6379 -1.5008  C2 1.241
2 C 0.5903 -1.2797 -1.4633  O1 1.241, N3 1.370, H9 1.089
3 N -0.0261 -0.4531 -0.5613  C2 1.370, N4 1.344, N8 1.395
4 N -1.1207 0.2892 -0.7988  N3 1.344, N5 1.327
5 N -1.3964 1.1529 0.1705  N4 1.327, C6 1.468
6 C -0.3756 0.9010 1.1949  N5 1.468, O7 1.217, N8 1.372
7 O -0.3219 1.2045 2.3726  C6 1.217
8 N 0.5609 0.1193 0.5675  N3 1.395, C6 1.372, H10 0.996
9 H -0.1691 -1.5712 -2.1874  C2 1.089
10 H 1.1067 -0.4479 1.1778  N8 0.996

=====

b.
# C2H2N4O2

An isolated molecule of C2H2N4O2 (ωB97M-V with the def2-TZVPD basis set, OMol25).

Net charge ... 0

Bonds (Å) are listed after each position.
Positions of all 10 atoms, in Å:
1 O 1.5499 -1.0966 -1.6461  N2 1.199
2 N 1.2263 0.0216 -1.3565  O1 1.199, O3 1.157, N4 1.514
3 O 1.4663 1.0385 -1.8541  N2 1.157
4 N 0.2825 0.0763 -0.1742  N2 1.514, C5 1.366, N8 1.363
5 C -0.4178 -0.9936 0.3065  N4 1.366, N6 1.317, H9 1.101
6 N -1.1428 -0.5705 1.3207  C5 1.317, C7 1.331
7 C -1.0309 0.7551 1.2923  N6 1.331, N8 1.299, H10 1.067
8 N -0.1542 1.2078 0.4468  N4 1.363, C7 1.299
9 H -0.2605 -1.9738 -0.1686  C5 1.101
10 H -1.5190 1.5353 1.8333  C7 1.067

=====

c.
# C2H2N4O2

An isolated molecule of C2H2N4O2 (ωB97M-V with the def2-TZVPD basis set, OMol25).

Net charge ... 0

Bonds (Å) are listed after each position.
Positions of all 10 atoms, in Å:
1 H 1.3170 2.5074 0.0953  N2 1.029
2 N 1.5578 1.5161 0.2270  H1 1.029, C3 1.261
3 C 0.5623 0.7707 0.0173  N2 1.261, N4 1.413, C8 1.524
4 N -0.6979 1.3223 -0.3059  C3 1.413, N5 1.280
5 N -1.7648 0.6512 -0.0843  N4 1.280, N6 1.339
6 N -1.6637 -0.6108 0.3517  N5 1.339, O7 1.517, H10 1.031
7 O -0.4275 -1.3831 -0.0682  N6 1.517, C8 1.348
8 C 0.7563 -0.7402 -0.0114  C3 1.524, O7 1.348, O9 1.217
9 O 1.8206 -1.3231 -0.1022  C8 1.217
10 H -2.3930 -1.1931 -0.0866  N6 1.031

=====

d.
# C2H2N4O2

An isolated molecule of C2H2N4O2 (ωB97M-V with the def2-TZVPD basis set, OMol25).

Net charge ... 0

Bonds (Å) are listed after each position.
Positions of all 10 atoms, in Å:
1 H -0.7666 2.1132 -0.1660  N2 0.967
2 N 0.1924 2.0283 -0.0724  H1 0.967, C3 1.279
3 C 0.6839 0.8630 0.1176  N2 1.279, N4 1.475, N7 1.402
4 N 2.0824 0.3989 0.0536  C3 1.475, N5 1.227
5 N 2.1237 -0.8206 -0.0785  N4 1.227, O6 1.479
6 O 0.8030 -1.4851 -0.0626  N5 1.479, N7 1.450
7 N -0.0326 -0.3368 0.2290  C3 1.402, O6 1.450, C8 1.422
8 C -1.3694 -0.7768 0.0251  N7 1.422, O9 1.184, H10 1.124
9 O -2.3272 -0.0838 -0.0371  C8 1.184
10 H -1.3897 -1.9002 -0.0087  C8 1.124

=====

Which structure wins on stability? a wins.